DFT (the ωB97M-V functional and the def2-TZVPD basis) results for C5H11AlMgO4 as an isolated structure at a distorted geometry.

XYZ file:
```
22
Properties=species:S:1:pos:R:3
O -2.381 -0.876 0.193
C -2.719 0.089 -0.753
C -1.513 0.495 -1.591
O -0.372 0.730 -0.781
C 0.853 0.060 -1.104
C 1.825 0.541 -0.051
O 1.336 0.111 1.222
C 2.138 0.391 2.352
Mg -0.602 -0.593 1.096
H -3.168 0.976 -0.267
H -3.498 -0.269 -1.451
H -1.711 1.392 -2.197
H -1.279 -0.354 -2.257
H 1.208 0.335 -2.106
H 1.864 1.642 -0.011
H 2.816 0.092 -0.212
H 1.671 -0.107 3.209
H 3.153 -0.005 2.207
H 2.152 1.480 2.504
Al -2.103 -2.420 0.784
O -0.391 -2.392 0.413
H 0.722 -1.319 -1.199
```

Computed properties:
Charge: +1
HOMO energy (alpha / beta), Ha: -0.427 / -0.485
Energy relative to the best compared isomer or geometry (same formula, charge and spin), kcal/mol: 0.0
Energy, Ha: -940.38798
Expectation value of S²: 0.754
HOMO-LUMO gap (alpha / beta), eV: 7.44 / 7.96
2S+1: 2

Atomic partial charges in e from the Löwdin method, atoms 1 to 5:
1. O -0.306
2. C -0.203
3. C -0.146
4. O -0.185
5. C -0.174

---

DFT (the ωB97M-V functional and the def2-TZVPD basis) results for C5H11AlO8P as an isolated structure at a distorted geometry.

XYZ file:
```
26
Properties=species:S:1:pos:R:3
Al -4.872 7.047 9.974
P -7.624 5.603 9.302
O -7.563 7.117 9.065
O -7.009 5.375 10.735
O -6.442 5.070 8.433
O -8.920 4.829 9.151
C -0.923 8.234 9.377
O -2.214 8.092 9.892
H -0.428 7.264 9.207
H -1.058 8.635 8.360
H -0.375 8.875 10.077
C -9.790 7.847 13.098
C -8.597 8.031 12.170
O -8.376 9.446 12.091
C -7.295 9.954 11.526
O -6.352 9.391 11.036
O -7.420 11.287 11.679
C -6.274 12.054 11.384
H -9.582 7.868 14.169
H -10.112 6.816 12.927
H -10.591 8.536 12.845
H -8.915 7.659 11.202
H -7.661 7.560 12.463
H -5.370 11.674 11.855
H -6.391 13.075 11.757
H -6.161 12.240 10.314
```

Computed properties:
Charge: -1
HOMO energy, Ha: -0.156
Energy relative to the best compared isomer or geometry (same formula, charge and spin), kcal/mol: 0.0
Energy, Ha: -1382.76800
HOMO-LUMO gap, eV: 3.03

Atomic partial charges in e from the Löwdin method, atoms 1 to 5:
1. Al 1.078
2. P -0.116
3. O -0.326
4. O -0.273
5. O -0.213

---

Look up the energy of the second one. -1382.76800 Ha